A structure of composition C23H20IrN2O3PSSe2Te2, computed with wB97M-V/def2-TZVPD.

Output
Kohn-Sham gap (spin up / spin down)	6.42 / 5.70	eV
multiplicity	5
<S²>	6.0241
highest occupied orbital energy (spin up / spin down)	-6.96 / -7.99	eV
LUMO level (spin up / spin down)	-0.5 / -2.3	eV
electronic energy	-201541.19016	eV

Positions of all 55 atoms, in Å:
Ir  -2.21521  0.38786  1.02166
Se  -3.66661  -1.58605  1.40656
Te  -5.70795  -1.36156  0.08875
Te  -5.67859  1.23520  -0.62996
Se  -3.92053  2.17667  0.78678
O  -0.93688  2.99252  4.24826
S  -0.87128  1.98040  3.23634
O  -0.90285  2.47252  1.84152
O  -1.84124  0.87450  3.37973
C  0.70362  1.16723  3.35452
C  1.46780  1.37265  4.49054
C  2.69408  0.73488  4.62408
C  3.14934  -0.10056  3.61922
C  2.37783  -0.30204  2.48348
C  1.14472  0.32403  2.32933
P  0.20136  0.01047  0.77967
C  1.02502  1.06381  -0.44727
C  1.66585  2.23160  -0.04339
C  2.22294  3.08314  -0.98541
C  2.14596  2.77792  -2.33602
C  1.50117  1.61893  -2.74534
C  0.93600  0.77019  -1.80739
C  0.67787  -1.70398  0.39488
C  0.00142  -2.70891  1.08431
C  0.30454  -4.04084  0.86276
C  1.28386  -4.38557  -0.06096
C  1.96641  -3.39232  -0.74437
C  1.66970  -2.05505  -0.51389
H  1.09339  2.03823  5.25468
H  3.29127  0.89453  5.51215
H  4.10595  -0.59681  3.71295
H  2.74755  -0.96200  1.70896
H  1.71586  2.49068  1.00516
H  2.71338  3.99045  -0.65919
H  2.58257  3.44329  -3.06906
H  1.42420  1.37665  -3.79718
H  0.42775  -0.12570  -2.14764
H  -0.76671  -2.44913  1.80428
H  -0.22620  -4.81055  1.40667
H  1.51740  -5.42640  -0.24150
H  2.73762  -3.65342  -1.45713
H  2.21985  -1.29039  -1.04400
N  -2.00652  -2.01992  -1.72763
C  -2.08300  -0.80999  -2.35190
C  -1.94401  -0.71702  -3.74944
C  -1.94746  0.52518  -4.33352
C  -2.08051  1.66163  -3.53522
C  -2.21517  1.47569  -2.17962
N  -2.23162  0.27348  -1.58450
H  -2.10019  -2.85231  -2.28087
H  -2.31210  -2.06577  -0.76624
H  -1.83298  -1.61939  -4.33548
H  -1.84142  0.61377  -5.40718
H  -2.07182  2.65865  -3.94898
H  -2.31546  2.31896  -1.50697